[1]
Here is a cluster of 12 separate species, C24H72O24 in total in a non-equilibrium geometry from the OMol25 dataset. Energies are from ωB97M-V/def2-TZVPD.

Summary:
frontier orbital gap = 0.34257 Eh
DFT total energy = -2763.11345 hartree
relative energy (zero: lowest compared OMol25 entry of this formula, charge and spin) = 306.41 kJ/mol
HOMO energy = -9.423 eV
SMILES = OCCO.OCCO.OCCO.OCCO.OCCO.OCCO.OCCO.OCCO.OCCO.OCCO.OCCO.OCCO

Each line ends with the Mulliken charge.
Positions of all 120 atoms, in Å:
C1 -9.89 -18.10 -21.83  -0.1192
C2 -10.66 -18.28 -20.44  0.5578
O1 -9.74 -18.80 -19.48  -0.5254
O2 -9.82 -19.35 -22.44  -0.5636
H1 -8.92 -17.62 -21.69  0.1680
H2 -10.49 -17.36 -22.36  -0.0155
H3 -11.57 -18.85 -20.59  0.4062
H4 -10.99 -17.33 -20.01  -0.5401
H5 -9.83 -19.75 -19.49  0.2520
H6 -10.67 -19.48 -22.87  0.3643
C3 -10.12 -10.57 -17.99  -0.4559
C4 -9.72 -11.62 -16.91  0.5459
O3 -10.66 -11.67 -15.85  -0.6251
O4 -9.63 -9.23 -17.78  -0.5871
H7 -11.21 -10.56 -17.92  0.1220
H8 -9.98 -10.98 -18.99  0.4300
H9 -8.76 -11.27 -16.54  0.5476
H10 -9.60 -12.56 -17.44  -0.5523
H11 -10.37 -12.11 -15.05  0.2039
H12 -9.52 -8.75 -18.60  0.3294
C5 -13.30 -16.21 -23.21  -0.5632
C6 -14.45 -15.19 -23.61  -0.5188
O5 -15.64 -15.46 -22.83  -0.6320
O6 -12.80 -15.89 -21.94  0.1922
H13 -12.41 -16.00 -23.81  0.3412
H14 -13.53 -17.27 -23.27  0.3948
H15 -14.69 -15.10 -24.66  0.4175
H16 -14.19 -14.18 -23.29  0.1263
H17 -15.65 -14.96 -22.01  0.2481
H18 -13.31 -16.43 -21.33  -0.2275
C7 -14.46 -14.08 -14.34  0.0418
C8 -15.42 -13.39 -13.41  -0.5959
O7 -15.90 -14.35 -12.51  -0.5140
O8 -15.07 -14.31 -15.66  -0.3768
H19 -14.20 -15.06 -13.95  0.3777
H20 -13.59 -13.43 -14.44  0.0950
H21 -16.28 -12.97 -13.94  0.1478
H22 -14.84 -12.53 -13.08  0.4540
H23 -15.90 -14.01 -11.61  0.2913
H24 -15.28 -13.45 -16.02  0.1113
C9 -15.93 -12.25 -18.43  0.2423
C10 -16.90 -11.12 -18.95  -0.7255
O9 -16.51 -9.80 -18.71  -0.4961
O10 -15.65 -11.96 -17.08  -0.5146
H25 -15.06 -12.31 -19.08  -0.0497
H26 -16.41 -13.22 -18.48  0.1744
H27 -17.87 -11.27 -18.49  0.3942
H28 -17.04 -11.21 -20.03  0.3759
H29 -17.25 -9.22 -18.92  0.2739
H30 -15.04 -11.24 -16.96  -0.1492
C11 -12.52 -14.06 -17.58  0.6675
C12 -11.89 -13.79 -18.94  0.1087
O11 -12.81 -13.65 -20.00  -0.5243
O12 -13.21 -15.28 -17.52  1.3783
H31 -13.31 -13.34 -17.37  -0.8536
H32 -11.84 -14.09 -16.72  0.3304
H33 -11.25 -14.64 -19.18  -0.1436
H34 -11.19 -12.96 -19.07  -0.0075
H35 -12.62 -14.27 -20.71  0.0240
H36 -13.76 -15.30 -16.73  -0.3944
C13 -10.66 -12.61 -23.35  0.2286
C14 -10.81 -12.80 -24.93  -0.5306
O13 -12.07 -12.41 -25.53  -0.5185
O14 -10.46 -11.29 -22.92  -0.6016
H37 -9.72 -13.07 -23.04  0.3086
H38 -11.51 -13.04 -22.82  -0.1339
H39 -10.59 -13.86 -25.04  0.2334
H40 -10.01 -12.26 -25.44  0.3683
H41 -11.95 -11.71 -26.18  0.2933
H42 -9.52 -11.13 -23.07  0.3618
C15 -15.41 -19.35 -15.44  -0.7366
C16 -14.96 -17.88 -15.26  -0.1028
O15 -15.90 -16.98 -15.85  -0.5712
O16 -15.36 -19.67 -16.88  -0.5315
H43 -16.35 -19.56 -14.93  0.3257
H44 -14.70 -20.01 -14.95  0.3791
H45 -13.97 -17.86 -15.71  0.0980
H46 -14.77 -17.63 -14.22  0.4145
H47 -15.73 -16.04 -15.71  0.3037
H48 -15.89 -19.03 -17.35  0.3052
C17 -15.06 -17.28 -19.94  -0.6010
C18 -15.93 -16.01 -19.63  -0.3411
O17 -15.27 -14.88 -20.20  -0.2283
O18 -13.69 -17.05 -19.63  -0.2169
H49 -15.24 -17.46 -21.00  0.3672
H50 -15.49 -18.14 -19.43  0.4535
H51 -16.06 -15.94 -18.55  0.0263
H52 -16.92 -16.10 -20.07  0.6511
H53 -14.43 -14.75 -19.76  0.0182
H54 -13.60 -16.75 -18.72  -0.1129
C19 -13.30 -9.32 -15.67  -0.2366
C20 -14.51 -8.59 -16.12  -0.6067
O19 -14.46 -8.44 -17.56  -0.5981
O20 -13.29 -10.74 -15.94  -0.0242
H55 -13.13 -9.19 -14.60  0.3214
H56 -12.46 -8.82 -16.16  0.3407
H57 -14.63 -7.54 -15.85  0.3502
H58 -15.46 -9.08 -15.94  0.3049
H59 -15.05 -9.11 -17.89  0.3754
H60 -12.35 -10.92 -15.97  0.0124
C21 -7.83 -15.22 -18.86  0.4096
C22 -7.49 -15.44 -20.36  -0.0824
O21 -6.77 -14.34 -20.97  -0.5696
O22 -6.56 -14.96 -18.27  -0.6600
H61 -8.34 -16.08 -18.44  0.0447
H62 -8.41 -14.31 -18.68  0.0946
H63 -8.39 -15.70 -20.92  -0.2523
H64 -6.86 -16.32 -20.49  0.3226
H65 -6.29 -14.01 -20.20  0.3900
H66 -6.49 -15.41 -17.42  0.3175
C23 -10.67 -17.42 -16.17  0.5837
C24 -10.12 -16.39 -15.27  -0.4270
O23 -11.06 -15.73 -14.44  -0.4450
O24 -9.66 -18.15 -16.75  -0.6299
H67 -11.41 -17.03 -16.87  -0.5116
H68 -11.32 -18.05 -15.55  0.2810
H69 -9.68 -15.57 -15.84  0.0861
H70 -9.31 -16.79 -14.67  0.4298
H71 -10.43 -15.10 -14.07  0.3076
H72 -9.69 -18.07 -17.70  0.2970

***

[2]
Here is a structure of composition C30H21N5RuS2 in a non-equilibrium geometry from the OMol25 dataset. Energies are from ωB97M-V/def2-TZVPD.

Summary:
frontier orbital gap (alpha / beta) = 0.19889 / 0.19891 Eh
DFT total energy = -2319.18906 hartree
net charge = +4
HOMO energy (alpha / beta) = -19.139 / -19.140 eV

Each line ends with the natural charge from an NBO analysis.
Positions of all 59 atoms, in Å:
Ru1 0.04 -2.26 -0.45  1.0967
S1 6.42 -1.43 -0.65  0.5914
C1 7.82 -0.51 -0.67  -0.1823
C2 7.58 0.86 -0.69  -0.2122
C3 6.23 1.17 -0.71  -0.0901
C4 5.39 0.04 -0.69  -0.1539
C5 3.99 0.05 -0.69  0.0204
C6 3.17 -1.12 -0.49  0.1936
N1 1.88 -1.10 -0.37  -0.4612
C7 1.14 0.12 -0.47  0.2587
C8 1.95 1.34 -0.67  0.0706
C9 1.09 2.52 -0.44  -0.2099
C10 -1.09 2.51 -0.38  -0.2462
C11 -1.93 1.32 -0.61  0.0795
C12 -3.27 1.25 -0.74  -0.1974
C13 -3.95 -0.01 -0.65  0.0276
C14 -3.12 -1.16 -0.43  0.1923
N2 -1.82 -1.12 -0.32  -0.4975
C15 -1.11 0.11 -0.44  0.2607
C16 -5.36 -0.05 -0.70  -0.1424
C17 -6.26 -1.12 -0.66  -0.1061
C18 -7.59 -0.71 -0.66  -0.2083
C19 -7.75 0.67 -0.72  -0.1873
S2 -6.29 1.49 -0.79  0.5897
C20 3.28 1.29 -0.81  -0.1922
H1 8.79 -0.98 -0.66  0.3054
H2 8.37 1.60 -0.67  0.2937
H3 5.90 2.19 -0.72  0.2591
H4 3.66 -2.09 -0.41  0.2440
H5 1.65 3.41 -0.16  0.2733
H6 -1.65 3.39 -0.09  0.2799
H7 -3.85 2.16 -0.86  0.2573
H8 -3.59 -2.13 -0.34  0.2414
H9 -5.98 -2.16 -0.64  0.2620
H10 -8.43 -1.39 -0.62  0.2920
H11 -8.68 1.21 -0.71  0.3062
H12 3.83 2.20 -0.98  0.2571
N3 0.05 -0.02 1.93  -0.6066
C21 0.03 -1.32 2.38  0.4086
C22 0.00 -1.57 3.77  -0.2445
C23 -0.06 -2.87 4.22  -0.0788
C24 -0.09 -3.93 3.31  -0.2166
C25 -0.04 -3.62 1.97  0.0188
N4 0.02 -2.36 1.53  -0.4334
C26 0.03 0.51 0.62  0.1694
C27 0.03 2.06 0.58  -0.2102
C28 -0.03 2.82 -1.50  -0.2533
C29 -0.06 1.94 -2.69  -0.1232
C30 -0.04 0.60 -2.66  -0.0886
N5 0.00 -0.13 -1.45  -0.4643
H13 0.05 0.66 2.68  0.4357
H14 0.03 -0.74 4.46  0.2560
H15 -0.08 -3.08 5.28  0.2753
H16 -0.14 -4.96 3.63  0.2805
H17 -0.04 -4.39 1.18  0.2330
H18 0.05 2.52 1.56  0.2651
H19 -0.03 3.86 -1.80  0.2817
H20 -0.10 2.42 -3.66  0.2740
H21 -0.07 0.01 -3.57  0.2560

***

[3]
Here is an isolated molecule of C22H29F3N4O from the OMol25 dataset. Energies are from ωB97M-V/def2-TZVPD.

Summary:
frontier orbital gap = 0.32638 Eh
DFT total energy = -1449.62634 hartree
relative energy (zero: lowest compared OMol25 entry of this formula, charge and spin) = 0.00 kJ/mol
HOMO energy = -8.399 eV
SMILES = C[C@@H](CC(F)(F)F)N1CCC(n2nccc2NC(=O)CCCc2ccccc2)CC1

Each line ends with the natural charge from an NBO analysis.
Positions of all 59 atoms, in Å:
C1 -5.09 -0.92 1.11  -0.6407
H1 -4.54 -0.74 2.03  0.2018
H2 -4.89 -1.94 0.78  0.2159
H3 -6.15 -0.82 1.31  0.2266
C2 -4.66 0.06 0.01  -0.0286
N1 -3.29 -0.08 -0.45  -0.4637
C3 -3.09 -1.20 -1.35  -0.2309
C4 -1.74 -1.07 -2.05  -0.3959
H4 -1.75 -0.18 -2.69  0.2152
H5 -1.57 -1.95 -2.67  0.2300
C5 -0.58 -0.90 -1.07  -0.0684
N2 -0.28 -2.15 -0.40  -0.1591
C6 0.77 -2.41 0.43  0.2969
C7 0.61 -3.71 0.89  -0.3597
C8 -0.57 -4.15 0.28  -0.0467
N3 -1.08 -3.21 -0.49  -0.2789
H6 -1.05 -5.10 0.36  0.2089
H7 1.25 -4.24 1.56  0.2226
N4 1.78 -1.51 0.77  -0.6311
C9 2.56 -0.78 -0.08  0.7035
O1 2.37 -0.74 -1.28  -0.6054
C10 3.68 -0.04 0.62  -0.5066
H8 3.36 0.30 1.60  0.2053
H9 3.95 0.82 0.01  0.2466
C11 4.89 -0.97 0.75  -0.3753
H10 4.62 -1.85 1.33  0.1980
H11 5.20 -1.29 -0.24  0.2164
C12 6.07 -0.26 1.44  -0.4369
C13 6.56 0.91 0.63  0.0758
C14 6.23 2.21 0.99  -0.2567
C15 6.66 3.28 0.22  -0.1913
C16 7.41 3.06 -0.92  -0.2226
C17 7.74 1.77 -1.29  -0.1980
C18 7.31 0.70 -0.52  -0.2481
H12 7.58 -0.31 -0.80  0.2091
H13 8.33 1.59 -2.17  0.2142
H14 7.74 3.90 -1.52  0.2143
H15 6.40 4.29 0.51  0.2120
H16 5.65 2.39 1.88  0.2072
H17 5.76 0.08 2.43  0.2040
H18 6.88 -0.98 1.56  0.2187
H19 2.12 -1.63 1.72  0.4062
C19 -0.92 0.19 -0.06  -0.3971
H20 -0.15 0.26 0.71  0.2070
C20 -2.28 -0.08 0.58  -0.2317
H21 -2.50 0.70 1.31  0.1996
H22 -2.24 -1.05 1.12  0.1744
H23 -0.96 1.14 -0.58  0.2169
H24 0.32 -0.61 -1.63  0.2594
H25 -3.88 -1.19 -2.10  0.1992
H26 -3.11 -2.17 -0.82  0.1985
H27 -5.29 -0.10 -0.87  0.2113
C21 -4.87 1.53 0.46  -0.4990
C22 -6.28 2.02 0.22  0.9823
F1 -7.21 1.35 0.91  -0.3342
F2 -6.64 1.93 -1.07  -0.3308
F3 -6.42 3.31 0.56  -0.3323
H28 -4.67 1.65 1.53  0.2241
H29 -4.20 2.17 -0.11  0.2479

***

[4]
Here is the ion C5H10NO with charge -1 in a non-equilibrium geometry from the OMol25 dataset. Energies are from ωB97M-V/def2-TZVPD.

Summary:
frontier orbital gap = 0.21933 Eh
DFT total energy = -326.47105 hartree
relative energy (zero: lowest compared OMol25 entry of this formula, charge and spin) = 37.42 kJ/mol
net charge = -1
HOMO energy = -2.065 eV
SMILES = [O-]C[C@@H]1CCCN1

Each line ends with the natural charge from an NBO analysis.
Positions of all 17 atoms, in Å:
N1 1.07 -0.56 0.29  -0.6592
C1 0.20 -1.75 0.09  -0.2231
C2 -1.06 -1.17 -0.61  -0.4103
C3 -1.06 0.29 -0.28  -0.4384
C4 0.42 0.70 -0.20  -0.0675
C5 0.76 1.92 0.74  0.0083
O1 0.48 3.09 0.17  -0.9620
H1 1.98 -0.78 -0.09  0.3469
H2 0.70 -2.50 -0.52  0.1710
H3 -0.17 -2.06 1.07  0.1660
H4 -1.10 -1.40 -1.68  0.1835
H5 -1.95 -1.68 -0.22  0.1830
H6 -1.63 1.01 -0.87  0.2262
H7 -1.51 0.50 0.71  0.1949
H8 0.78 0.89 -1.22  0.1527
H9 0.22 1.74 1.73  0.0639
H10 1.86 1.75 0.88  0.0641

***

Question: Look up the DFT total energy of the second one.
Answer: -2319.18906 hartree